Entry from the Open Molecules 2025 dataset: a cluster of 2 separate species, C27H48Cl2N2O6P3 in total (ωB97M-V with the def2-TZVPD basis set).

The geometry in XYZ format:
```
88
Properties=species:S:1:pos:R:3:forces:R:3
C 3.573153 -2.098980 3.341709 0.10 -0.28 -0.07
C 2.935323 -0.913599 2.377690 0.90 -0.37 0.33
C 2.382038 0.328807 3.308498 -0.34 -0.34 -1.06
C 0.749978 0.266228 3.523108 0.08 0.16 0.79
C 0.293918 -0.707337 4.783758 0.00 0.06 -0.02
C -0.893988 -1.790409 4.345380 0.28 1.13 0.94
C -0.403541 -2.877910 3.218088 0.09 -0.94 0.59
C -1.610373 -3.309877 2.146888 0.67 0.32 0.50
C -1.131596 -3.096197 0.558545 -1.27 -0.02 0.63
C -0.950037 -4.508100 -0.255081 -0.15 -0.37 0.35
C -0.398772 -4.348717 -1.798517 0.86 0.06 -0.67
C 0.231511 -2.837909 -2.111644 1.10 2.90 -0.49
N 1.685612 -2.613624 -1.926326 -5.54 0.49 -1.02
N 2.177721 -1.377172 -2.158576 -0.15 2.11 -0.53
P 3.988254 -1.275921 -1.940661 1.18 1.58 0.30
P 4.962350 -2.992062 -2.937170 0.52 -3.61 -5.27
O 4.651757 -2.968619 -4.490734 0.49 0.29 5.64
O 6.708999 -2.957145 -2.761138 -3.55 -1.95 0.76
O 4.372363 -4.488619 -2.237730 0.84 2.26 -1.85
C 1.573625 -0.067838 -2.554781 -2.98 -1.47 -0.17
C 2.446462 1.312879 -2.720303 1.18 2.64 2.77
Cl 3.323423 1.719774 -4.337654 -1.51 -1.17 2.48
C 2.656602 2.335854 -1.619361 -0.80 -2.90 -1.70
C 1.991149 2.136668 -0.121453 0.23 0.85 -0.68
Cl 3.707620 3.876201 -1.842182 -1.93 -2.82 0.13
C -0.077156 -0.088696 -2.827364 3.34 -3.48 2.23
P -1.120088 1.417923 -3.345329 -0.49 -0.69 -1.16
C -2.070434 2.217993 -1.900124 -1.29 0.46 1.38
C -1.818896 1.544095 -0.428966 0.22 0.68 1.23
C -0.164562 2.675711 -4.411921 0.95 1.83 -0.74
C 0.276577 2.089724 -5.914050 0.33 0.35 -0.23
C -0.706493 -1.587388 -2.567524 1.65 0.56 0.16
C -2.337895 -1.817104 -2.731966 0.72 0.76 1.09
H 2.924560 -2.325477 4.299301 1.13 0.57 -2.06
H 3.688369 -3.122324 2.754528 -0.14 2.19 1.19
H 4.634034 -1.754045 3.731244 -2.17 -0.73 -0.87
H 3.832045 -0.550930 1.680122 -1.88 -0.60 1.49
H 2.121522 -1.352298 1.640751 1.41 0.93 1.62
H 2.635326 1.325445 2.732780 -0.42 -1.86 1.39
H 2.946129 0.284571 4.344615 -1.21 0.29 -2.13
H 0.404476 1.381882 3.759653 0.56 -2.47 -0.57
H 0.161429 -0.124907 2.583006 1.40 0.92 1.52
H 1.224472 -1.282866 5.246933 -1.97 1.20 -1.09
H -0.108449 0.012786 5.622045 0.66 -1.64 -1.52
H -1.809250 -1.119816 4.003630 1.82 -1.52 0.36
H -1.246792 -2.295017 5.365392 0.74 0.79 -2.39
H -0.092050 -3.860385 3.817259 -0.58 2.12 -1.30
H 0.591522 -2.542058 2.656467 -2.28 -0.46 1.17
H -2.528807 -2.621134 2.430803 1.77 -1.55 -0.90
H -1.881272 -4.429840 2.362867 0.35 2.19 -0.59
H -2.010635 -2.502870 0.031214 1.99 -1.02 0.95
H -0.168480 -2.428687 0.617076 -1.76 -1.40 -0.50
H -1.993352 -5.080676 -0.340762 2.24 1.41 0.38
H -0.225610 -5.233933 0.345496 -1.46 1.66 -1.33
H -1.236597 -4.600142 -2.609231 1.83 0.89 1.86
H 0.446673 -5.171144 -1.979139 -1.67 2.13 0.35
H 4.311671 -1.480210 -0.526745 -0.93 -0.46 -0.91
H 6.959896 -3.946115 -2.707622 -0.41 2.04 -0.03
H 3.872615 -4.953746 -2.971128 0.86 0.82 0.91
H 2.386677 2.932192 0.676328 -0.57 -1.84 -2.07
H 2.243366 1.053226 0.240629 -0.75 2.05 -0.62
H 0.842189 2.360256 -0.240022 2.23 -0.80 0.30
H -3.231129 2.071637 -2.138057 2.66 0.29 0.35
H -1.932375 3.400763 -1.824958 0.07 -2.69 -0.40
H -2.747364 0.945569 -0.020909 1.94 1.17 -1.12
H -0.858717 0.883047 -0.334873 -1.80 1.14 -0.43
H -1.666223 2.448817 0.334831 -0.30 -2.09 -1.60
H -0.928409 3.559853 -4.656350 1.36 -2.05 0.93
H 0.742574 3.206525 -3.858737 -1.83 -1.26 -1.22
H 0.322993 0.916114 -5.890613 -0.13 2.34 -0.25
H 1.345051 2.506577 -6.245748 -2.40 -0.99 1.03
H -0.468752 2.490094 -6.756070 1.44 -1.19 2.07
H -2.682079 -2.926152 -2.537050 1.00 2.28 -0.65
H -2.833424 -1.175638 -1.855649 1.02 -1.24 -2.00
H -2.691410 -1.383556 -3.760345 0.73 -0.88 1.98
C -5.016861 5.768885 2.961832 -0.33 0.03 0.05
C -4.195109 4.752653 2.194435 -0.31 1.05 1.05
C -3.570702 5.292216 0.943178 0.56 0.82 0.05
O -3.417659 4.123191 0.156342 -0.60 -0.85 -0.04
C -4.403223 3.263893 0.552594 -1.05 -1.92 -0.87
O -4.701126 2.234735 -0.033931 0.64 2.32 1.24
O -5.018324 3.712893 1.688526 0.50 -0.78 -1.29
H -5.705990 5.268855 3.650569 0.27 0.04 -0.03
H -4.370509 6.441227 3.533847 -0.06 -0.14 -0.07
H -5.631032 6.376527 2.288436 0.13 -0.13 0.02
H -3.450885 4.294186 2.856528 0.04 0.04 -0.13
H -2.603298 5.767470 1.125102 -0.08 -0.19 -0.15
H -4.216301 5.989244 0.396472 -0.03 -0.04 0.24
```
Positions in Å, forces in eV/Å.

The largest force on an atom is 0.12464 Eh/bohr. The value obtained for the HOMO energy is -10.81 eV. Its charge is +1. As for the spin multiplicity: 1.

These are the Mulliken partial charges, in e, on atoms 1 to 2:
1 C -1.130
2 C 0.609